(1)
Computed, not measured: a molecular structure, CH5NO3S in a non-equilibrium geometry, with wB97M-V/def2-TZVPD.

Geometry as XYZ:
```
11
Properties=species:S:1:pos:R:3
C -1.11 0.54 -0.78
N 0.34 -1.18 0.86
O 2.40 -0.28 -0.42
O 1.04 1.63 1.12
O 0.17 0.30 -1.24
S 1.13 0.08 0.03
H -1.76 1.18 -1.56
H -1.20 0.96 0.25
H -1.73 -0.31 -0.81
H -0.17 -0.94 1.69
H 0.89 -1.97 0.86
```

2S+1	1
orbital gap	10.3468	eV
ΔE to the lowest compared entry with this formula, charge and spin	455.5	kJ/mol

***

(2)
Computed, not measured: C4H7ClS in the gas phase in a non-equilibrium geometry, with wB97M-V/def2-TZVPD.

Geometry as XYZ:
```
13
Properties=species:S:1:pos:R:3
C 0.67 1.17 -1.12
C -0.07 0.83 0.15
C 0.21 -0.51 0.68
C -0.74 -1.35 1.05
H 2.54 1.62 0.10
H 0.43 2.19 -1.46
H 0.24 0.50 -1.91
H -1.14 0.94 -0.04
H 0.17 1.62 0.88
H 1.24 -0.80 0.79
H -0.60 -2.32 1.54
S 2.41 0.91 -1.04
Cl -2.46 -1.13 0.72
```

SMILES	SCC/C=C\Cl
2S+1	1
orbital gap	10.0651	eV
ΔE to the lowest compared entry with this formula, charge and spin	23.3	kJ/mol

***

(3)
Computed, not measured: a molecular structure, C21H31O4Re in a non-equilibrium geometry, with wB97M-V/def2-TZVPD.

Geometry as XYZ:
```
57
Properties=species:S:1:pos:R:3
O 1.04 -1.53 -0.41
C 0.22 -2.72 -0.08
C 0.78 -3.62 -1.19
H -0.86 -2.55 -0.24
H 0.46 -3.10 0.93
C 1.66 -2.39 -1.42
H 0.06 -3.79 -2.01
H 1.30 -4.52 -0.84
C 1.47 -1.81 -2.78
H 0.42 -1.58 -2.94
H 1.79 -2.53 -3.54
H 2.08 -0.91 -2.87
C 3.08 -2.78 -1.07
H 3.10 -3.29 -0.10
H 3.73 -1.90 -1.06
H 3.44 -3.49 -1.83
Re 0.82 1.48 0.68
C 1.98 2.23 2.39
C 0.69 1.91 2.94
C 0.41 0.53 2.69
H 0.05 2.61 3.46
C 1.55 -0.04 2.01
C 2.52 1.02 1.80
H 3.50 0.87 1.38
H 2.47 3.19 2.47
H -0.47 0.00 3.00
H 1.69 -1.09 1.76
C 1.38 3.26 -0.57
C 2.44 2.30 -0.45
C 1.99 1.06 -1.01
H 3.45 2.51 -0.12
C 0.67 1.29 -1.56
C 0.31 2.65 -1.30
H -0.59 3.14 -1.65
H 1.41 4.30 -0.24
H 2.60 0.18 -1.14
H 0.07 0.60 -2.14
O -2.77 -1.45 -1.55
C -2.03 -0.47 -0.77
C -2.16 -0.77 0.73
H -2.38 0.54 -1.01
H -0.99 -0.55 -1.10
C -3.41 -1.64 0.80
H -2.25 0.17 1.30
H -1.26 -1.30 1.07
C -3.70 -2.08 -0.65
H -4.24 -1.01 1.14
H -3.30 -2.49 1.48
H -4.70 -1.75 -0.93
H -3.64 -3.17 -0.79
C -2.47 4.00 1.41
C -2.02 2.87 0.52
O -2.52 2.71 -0.60
O -1.11 2.07 1.06
H -2.73 4.87 0.80
H -1.69 4.29 2.12
H -3.35 3.67 1.98
```

2S+1	4
orbital gap (spin up / spin down)	6.9695 / 5.9982	eV
ΔE to the lowest compared entry with this formula, charge and spin	80.7	kJ/mol
charge	+1